HNO2 | ωB97M-V/def2-TZVPD

The geometry in XYZ format:
```
4
Properties=species:S:1:pos:R:3:forces:R:3
N 1.2781 0.0231 0.0089 -5.5 0.4 -0.2
O 1.6160 1.1503 -0.0023 1.0 0.7 0.0
O 1.8342 -1.0057 -0.0023 0.7 -0.8 0.0
H -0.3200 -0.0092 -0.0003 3.8 -0.3 0.1
```
Forces are in eV/Å.

As for the HOMO energy: -10.9043 eV. For the maximum force, the calculation gives 5.5 eV/A. As for the charge: 0. As for the molar mass: 47.01 g mol⁻¹. The energy above the lowest of the compared OMol25 structures with the same formula, charge and spin comes out at 2.341 eV. Its frontier orbital gap is 10.228 eV. Its spin multiplicity is 1.